(1)
The following is a quantum chemistry calculation of a cluster of 3 separate species, C16H34BrNO6S in total, from OMol25.

As for the HOMO energy: -9.78 eV. Its SMILES is CC[C@H](Br)[C@H]1OS(=O)(=O)O[C@H]1N=C(C)C.CCOCC.CCOCC.

```
59
Properties=species:S:1:pos:R:3:mulliken_charge:R:1
Br 4.23 -0.73 -2.32 -0.11
S 4.06 -0.38 1.57 1.11
O 2.84 0.63 1.86 -0.42
O 4.18 -1.25 2.68 -0.57
O -2.13 -1.39 -2.50 -0.29
O -1.89 -1.64 3.69 -0.48
O 3.31 -1.17 0.41 -0.32
O 5.17 0.34 1.08 -0.55
N 2.76 2.04 -0.02 -0.48
C -2.29 -1.02 4.89 -0.31
C -2.87 0.37 4.72 -1.01
C -3.32 -0.86 -1.94 -0.40
C 2.29 -0.38 -0.21 0.33
C 2.45 -0.17 -1.73 -0.67
C -4.41 -1.89 -1.71 -1.10
C 2.56 3.20 0.47 0.93
C -2.25 -2.01 -3.77 -0.33
C -0.89 -0.97 2.94 -0.25
C 3.49 4.29 0.01 -1.29
C 0.42 -0.77 3.68 -0.53
C 1.40 -0.71 -3.99 -1.32
C -2.76 -1.08 -4.86 -1.12
C 1.45 3.57 1.43 -1.20
C 1.38 -0.96 -2.48 -0.20
C 2.15 0.92 0.64 -0.22
H -3.69 -0.03 -2.55 0.33
H -2.14 1.07 4.31 0.25
H 1.10 1.00 0.90 0.41
H 1.39 -0.98 -0.09 0.34
H -3.72 0.35 4.04 0.27
H -5.27 -1.42 -1.24 0.39
H 0.31 -0.15 4.57 0.30
H 1.38 2.89 2.27 0.30
H -4.05 -2.70 -1.07 0.30
H -2.78 -1.60 -5.82 0.40
H -3.05 -1.68 5.31 0.36
H 0.51 3.52 0.88 0.28
H -0.73 -1.59 2.06 0.23
H 1.15 -0.29 3.03 -0.05
H 0.72 0.12 -4.22 0.26
H 0.83 -1.73 4.00 0.33
H 1.06 -1.59 -4.53 0.32
H -1.25 -2.35 -4.03 0.29
H 2.35 0.88 -2.00 0.48
H -3.02 -0.44 -0.98 0.34
H 3.39 4.42 -1.07 0.29
H 2.38 -0.40 -4.34 0.40
H 0.42 -0.60 -2.10 0.31
H 4.51 3.99 0.22 0.32
H -1.46 -1.01 5.61 0.28
H 3.25 5.24 0.48 0.40
H 1.46 -2.02 -2.26 0.38
H -3.77 -0.72 -4.66 0.30
H -1.28 0.00 2.58 0.27
H -2.88 -2.90 -3.70 0.33
H -4.75 -2.34 -2.65 0.28
H -3.20 0.76 5.68 0.39
H 1.61 4.57 1.81 0.43
H -2.11 -0.21 -4.96 0.28
```

***

(2)
The following is a quantum chemistry calculation of a structure of composition C16H34BrNO7Si2, from OMol25.

As for the HOMO energy: -8.67 eV.

```
61
Properties=species:S:1:pos:R:3:mulliken_charge:R:1
Br -0.42 -0.87 0.05 -0.14
Si 0.72 -4.21 0.33 0.47
Si -2.01 -5.23 0.60 0.40
O 3.53 3.72 -2.50 -0.47
O -0.55 -4.76 1.24 -0.13
O -0.23 3.62 0.41 -0.35
O 3.93 2.40 -0.72 -0.21
O -1.11 3.01 -1.53 -0.33
O 5.60 2.94 -2.09 -0.38
O -2.03 2.27 0.38 -0.50
N -5.59 1.47 -0.09 -0.70
C -5.76 0.15 0.56 -0.87
C 5.04 1.56 -0.37 -0.60
C -1.21 2.91 -0.19 0.55
C -0.15 4.04 -1.84 0.45
C 0.72 3.99 -0.60 -0.12
C 7.39 1.46 -1.36 -1.47
C -3.31 -2.82 1.03 0.09
C 0.37 -1.73 1.63 0.46
C 0.56 3.75 -3.14 -1.44
C 1.46 -2.70 1.17 -0.97
C -4.66 -2.11 1.05 -1.10
C -3.36 -4.30 1.47 -0.80
C 0.87 -0.65 2.59 -1.24
C 6.21 2.31 -0.95 0.56
C -4.46 -0.62 0.74 -0.11
C 4.28 3.09 -1.84 0.58
H -2.62 -2.25 1.65 -0.05
H 1.29 4.52 -3.36 0.37
H 1.76 -5.25 0.14 -0.24
H 4.89 0.58 -0.85 0.30
H 2.09 -2.23 0.42 0.24
H -2.94 -2.78 0.00 0.27
H -3.23 -4.36 2.55 0.31
H -2.04 -4.81 -0.82 -0.13
H -5.28 1.30 -1.04 0.29
H -6.18 0.36 1.55 0.31
H 6.53 3.11 -0.27 0.25
H 0.26 -3.80 -1.01 -0.12
H -0.17 3.72 -3.95 0.42
H 1.91 -0.82 2.86 0.35
H 7.08 0.69 -2.07 0.36
H 2.07 -2.98 2.03 0.50
H 1.49 3.22 -0.66 0.11
H -6.49 -0.43 0.01 0.42
H -0.44 -2.30 2.06 0.17
H -0.69 4.98 -1.90 0.22
H -4.33 -4.73 1.20 0.48
H 7.83 0.98 -0.49 0.38
H 1.17 4.95 -0.35 0.34
H -2.19 -6.70 0.70 -0.23
H 8.15 2.07 -1.85 0.36
H 1.06 2.79 -3.11 0.27
H -3.90 -0.20 1.57 0.24
H -5.35 -2.55 0.33 0.48
H -3.86 -0.55 -0.16 0.24
H 5.08 1.43 0.71 0.32
H 0.29 -0.64 3.51 0.32
H -5.08 -2.22 2.05 0.27
H -4.79 1.91 0.34 0.31
H 0.78 0.34 2.16 0.24
```

***

(3)
The following is a quantum chemistry calculation of a structure of composition C16H34ClGaNO6S in a non-equilibrium geometry, from OMol25.

As for the HOMO energy: -4.61 eV. Its charge is -1.

```
60
Properties=species:S:1:pos:R:3:mulliken_charge:R:1
Ga -0.85 -0.27 -1.28 -0.61
Cl -4.84 -0.92 2.62 -0.16
S -6.47 0.02 1.76 1.04
O 1.29 -2.36 -1.34 -0.30
O 2.42 1.51 0.51 -0.53
O -7.72 -0.82 1.88 -0.57
O 3.95 -2.76 1.25 -0.46
O -6.71 1.28 2.56 -0.60
O 2.32 0.49 -1.52 -0.15
N -0.44 0.21 3.03 -0.78
C -0.84 0.66 0.57 -0.27
C 2.67 1.60 -0.72 0.57
C 5.16 -0.56 1.78 -0.72
C -0.16 -2.22 -1.27 -0.32
C -5.38 -0.52 -0.90 -0.55
C 3.23 4.01 -0.02 -1.01
C 1.65 0.85 -2.75 -0.73
C -6.22 0.54 0.00 -0.67
C -3.83 -0.27 -0.60 -0.04
C 4.22 -1.76 2.26 -0.05
C 1.85 -3.02 -0.20 -0.45
C 3.13 -2.12 0.24 0.20
C 0.06 0.96 -2.66 -0.57
C 3.40 2.92 -1.21 -0.36
C -2.86 -0.40 -1.87 -0.88
C -0.35 -0.41 1.67 0.52
H 6.22 -0.60 2.20 0.33
H -0.31 2.05 -2.54 0.32
H -3.74 0.82 -0.24 0.11
H 0.01 -0.40 3.73 0.26
H 0.65 -0.89 1.45 -0.44
H -1.87 1.03 0.92 0.25
H -0.18 1.58 0.49 0.09
H -5.71 -1.56 -0.57 0.29
H -1.14 -1.26 1.64 0.19
H -0.65 -2.78 -0.40 0.24
H 4.77 -2.30 3.11 0.32
H 4.52 2.82 -1.38 0.24
H -3.09 0.44 -2.62 0.28
H 1.17 -3.04 0.72 0.23
H -5.66 -0.30 -2.00 0.31
H -7.26 0.69 -0.46 0.39
H 3.83 3.74 0.91 0.22
H -3.39 -0.93 0.23 0.15
H 2.90 3.41 -2.12 0.32
H 3.25 -1.33 2.72 0.12
H 2.04 1.80 -3.25 0.32
H 2.18 -4.09 -0.48 0.23
H -0.34 0.63 -3.70 0.36
H 3.60 5.05 -0.35 0.35
H -3.05 -1.41 -2.39 0.25
H 1.87 0.00 -3.50 0.22
H 2.68 -1.13 0.62 -0.23
H -1.44 0.19 3.28 0.24
H 2.14 4.12 0.29 0.28
H -0.57 -2.70 -2.23 0.27
H 5.25 -0.44 0.65 0.21
H 4.69 0.42 2.18 0.16
H 3.71 -1.85 -0.72 0.20
H -5.74 1.59 0.01 0.38
```

***

(4)
The following is a quantum chemistry calculation of a cluster of 4 separate species, C16H34FN4O9 in total in a non-equilibrium geometry, from OMol25.

As for the HOMO energy: -12.27 eV. As for the energy relative to the best compared isomer or geometry (same formula, charge and spin): 5.143 eV. Its charge is +1.

```
64
Properties=species:S:1:pos:R:3:mulliken_charge:R:1
F -4.91 -1.22 -2.40 -0.17
O -0.45 5.68 8.01 -0.53
O 0.77 6.21 9.88 -0.31
O 4.26 -3.87 -5.59 -0.24
O 5.92 -5.44 -5.40 -0.53
O 3.98 -5.81 -6.57 -0.29
O -2.03 3.39 2.57 -0.55
O -1.42 2.32 4.51 -0.30
O -0.87 7.54 9.28 -0.31
O -2.47 1.17 2.97 -0.34
N -2.85 0.33 -1.58 -0.51
N 1.88 -0.49 -4.79 -0.69
N -3.67 -1.74 -2.71 0.39
N -1.20 -1.52 -2.63 0.51
C -0.86 3.55 4.98 -0.61
C -3.66 -3.07 -3.43 -0.69
C 1.55 5.03 9.67 -0.59
C -1.98 2.40 3.28 0.72
C 0.78 -1.13 -4.27 0.18
C 4.45 -7.12 -6.88 -0.62
C -0.18 -1.41 -0.18 -0.72
C -0.21 6.40 8.96 0.79
C -0.58 -2.30 -1.50 -0.49
C -1.94 7.87 8.40 -0.59
C -2.58 -1.00 -2.31 -0.21
C -0.28 -0.46 -3.19 -0.39
C 4.83 -5.08 -5.81 0.71
C 0.41 -2.68 -4.76 -0.83
C 5.05 -2.98 -4.80 -0.62
C -3.09 1.09 1.68 -0.44
H -4.08 -3.95 -2.75 0.32
H 2.34 -1.18 -5.43 0.29
H 2.30 4.98 10.46 0.21
H 4.60 -7.71 -5.97 0.29
H 0.71 -3.46 -3.94 0.21
H -2.70 7.09 8.40 0.28
H 0.93 4.14 9.72 0.28
H 6.00 -2.76 -5.29 0.32
H -3.44 0.07 1.54 0.27
H -0.99 -0.60 0.11 0.03
H 0.22 0.23 -2.40 0.36
H 4.50 -2.05 -4.68 0.15
H -0.75 -2.68 -4.96 0.09
H -1.39 -3.10 -1.15 0.32
H -4.35 -3.01 -4.39 0.34
H 0.83 -0.84 -0.44 0.27
H -0.44 3.38 5.97 0.22
H -0.05 3.88 4.32 0.31
H -3.34 0.95 -2.30 0.32
H 5.22 -3.40 -3.80 0.31
H -0.98 0.26 -3.85 0.37
H 2.07 5.09 8.70 0.28
H 1.02 -2.92 -5.75 0.46
H -2.39 8.80 8.75 0.22
H 3.69 -7.62 -7.49 0.22
H -3.95 1.77 1.63 0.37
H -2.61 -3.42 -3.81 0.22
H -1.56 8.04 7.38 0.28
H -2.37 1.32 0.89 0.06
H -1.63 4.32 5.06 0.29
H 5.38 -7.07 -7.47 0.29
H 0.10 -2.11 0.75 0.38
H -1.96 0.83 -1.37 0.40
H 0.38 -2.93 -1.81 0.26
```

***

(5)
The following is a quantum chemistry calculation of the ion C16H34N5S2 with charge +1, from OMol25.

As for the HOMO energy: -10.78 eV. As for the energy relative to the best compared isomer or geometry (same formula, charge and spin): 0.014 eV. Its SMILES is CCCCNC(=S)NCC[NH+]1CCN(C(=S)NCCCC)CC1. Its charge is +1.

```
57
Properties=species:S:1:pos:R:3:mulliken_charge:R:1
S -2.07 -0.96 -1.86 -0.62
S 3.31 2.40 0.27 -0.38
N -3.10 -1.06 0.58 0.01
N 2.09 0.78 -1.46 0.08
N -0.11 -0.09 0.18 0.70
N 4.38 0.62 -1.35 -0.10
N -4.57 -0.86 -1.21 -0.08
C -6.35 0.56 -0.23 -0.41
C 0.91 1.60 -1.28 -1.38
C 6.25 -2.32 1.35 -1.43
C 0.23 1.34 0.06 -0.42
C 5.58 -1.05 0.84 0.33
C -6.02 2.78 0.91 -1.49
C 5.72 0.84 -0.85 -0.90
C -5.83 -0.86 -0.48 -1.01
C 3.28 1.22 -0.88 0.32
C 1.75 -0.62 -1.35 -0.97
C 6.35 -0.46 -0.35 -0.72
C -5.45 1.38 0.69 0.12
C -1.87 -1.54 1.17 -1.20
C 1.11 -0.91 0.02 -0.82
C -3.33 -0.97 -0.75 0.54
C -0.85 -0.42 1.42 -0.42
H -1.43 -2.30 0.52 0.46
H 6.38 -1.19 -1.16 0.33
H 5.69 -2.73 2.20 0.39
H 5.65 1.56 -0.04 0.37
H -0.15 -0.71 2.20 0.36
H 6.29 -3.08 0.57 0.34
H 4.30 -0.01 -2.13 0.33
H 1.04 -0.88 -2.15 0.34
H -6.44 1.08 -1.19 0.32
H 0.91 1.63 0.87 0.49
H 5.54 -0.31 1.64 0.31
H 6.33 1.27 -1.65 0.33
H 4.56 -1.28 0.53 -0.14
H 7.37 -0.25 -0.05 0.39
H -0.69 1.93 0.13 0.39
H 1.82 -0.64 0.81 0.63
H 1.21 2.65 -1.33 0.57
H 2.63 -1.25 -1.46 0.53
H 0.23 1.38 -2.10 0.45
H -7.34 0.48 0.20 0.35
H -7.01 2.73 1.35 0.37
H -4.45 1.46 0.26 0.10
H -1.39 0.48 1.75 0.42
H -6.09 3.31 -0.04 0.36
H 7.26 -2.11 1.68 0.35
H -4.64 -0.70 -2.21 0.26
H -5.71 -1.40 0.46 0.36
H -0.79 -0.36 -0.66 -0.58
H -6.55 -1.41 -1.09 0.38
H -2.12 -2.01 2.12 0.49
H -5.38 3.35 1.57 0.39
H 0.85 -1.96 0.10 0.39
H -5.37 0.88 1.66 0.19
H -3.90 -0.98 1.19 0.23
```

***

(6)
The following is a quantum chemistry calculation of a structure of composition C16H34OP2Pb in a non-equilibrium geometry, from OMol25.

As for the HOMO energy (alpha / beta): -3.97 / -3.88 eV. As for the energy relative to the best compared isomer or geometry (same formula, charge and spin): 3.308 eV.

```
54
Properties=species:S:1:pos:R:3:mulliken_charge:R:1
Pb -0.39 1.24 -2.66 0.67
P 0.37 3.21 0.50 1.19
P -2.86 -0.15 -0.85 0.36
O 0.38 -0.58 -1.30 -0.63
C -1.22 2.76 -0.40 0.23
C -3.21 3.26 -3.24 -0.19
C -4.68 -0.09 -0.34 -1.14
C -2.26 5.61 -3.50 -1.11
C -1.88 5.34 -1.06 -0.36
C -2.10 1.51 -0.06 -1.41
C -4.33 4.72 -1.56 -1.17
C 0.56 -1.67 -0.37 -0.95
C 1.34 4.21 -0.68 -1.35
C -3.10 0.11 -2.69 -0.73
C -3.83 3.39 -2.05 0.29
C -1.41 5.27 -2.32 -0.12
C -3.33 5.63 -0.76 -1.24
C 1.31 1.65 0.70 -1.11
C -2.99 4.42 -4.16 -1.34
C -0.27 3.97 2.01 -1.26
H 1.74 1.36 -0.30 0.32
H -4.73 5.35 -2.38 0.28
H -4.00 4.74 -4.52 0.36
H 0.63 0.84 1.05 0.21
H -4.78 0.34 0.67 0.31
H 2.11 1.85 1.46 0.52
H 0.31 -2.66 -0.82 0.27
H 0.37 3.81 2.89 0.46
H -3.10 1.93 0.16 0.53
H -4.23 2.53 -1.51 0.46
H 1.06 5.28 -0.75 0.36
H -1.87 3.60 0.00 0.21
H -0.38 4.98 -2.54 0.25
H -3.01 6.37 -3.27 0.31
H -3.14 2.28 -3.73 0.78
H -3.52 5.49 0.33 0.27
H -2.44 4.07 -5.06 0.36
H 1.27 3.78 -1.70 0.27
H 1.60 -1.83 0.00 0.29
H -2.64 -0.75 -3.23 0.46
H -5.06 -1.13 -0.36 0.36
H -5.24 0.50 -1.09 0.31
H -3.55 6.71 -0.95 0.47
H -1.24 3.52 2.25 0.36
H -4.21 0.17 -2.88 0.41
H -0.43 5.05 1.91 0.41
H -1.23 5.35 -0.16 0.94
H -5.19 4.54 -0.91 0.46
H -1.60 6.06 -4.25 0.52
H -0.06 -1.54 0.57 0.24
H -2.68 1.08 -3.10 -0.55
H -1.73 1.08 0.91 0.15
H 2.41 4.17 -0.41 0.53
H -1.08 3.23 -1.44 -0.52
```